A structure of composition C6H7HgMgO6, computed with the ωB97M-V functional and the def2-TZVPD basis.

## Properties
Relative energy (zero: lowest compared OMol25 entry of this formula, charge and spin): 5.16 kcal per mole
HOMO level (alpha / beta): -11.32 / -13.03 eV
Charge: +1
Molecular weight: 400.0 g/mol
Gap between HOMO and LUMO (alpha / beta): 5.66 / 6.65 eV
2S+1: 3

Last column: Löwdin spin population.
Cartesian coordinates (Å):
Mg1 2.8239 -0.3542 1.1652  0.085
O1 1.3126 1.1272 1.1873  0.118
O2 0.8676 1.9874 -0.8621  0.004
C1 -0.4701 2.3817 -0.4966  0.004
C2 -1.4839 1.3844 -1.0402  0.013
O3 2.6837 0.7976 -0.4852  0.008
C3 1.6235 1.3103 -0.0351  0.012
H1 -0.5413 2.4818 0.5920  0.003
H2 -0.6174 3.3621 -0.9607  0.001
H3 -1.3593 1.2645 -2.1224  0.000
H4 -2.4840 1.8009 -0.8495  0.000
Hg1 -0.0504 -0.1063 2.2563  0.509
O4 -1.5528 0.0186 0.9087  0.114
O5 -1.1451 -0.9806 -1.0402  0.205
C4 -0.3301 -3.1154 0.3866  0.413
C5 0.8591 -2.3778 0.2808  0.201
O6 1.2738 -1.5800 1.1939  0.254
C6 -1.4010 0.0316 -0.3386  0.021
H5 -0.8099 -3.2366 1.3562  0.016
H6 -0.5979 -3.7925 -0.4208  0.013
H7 1.3990 -2.4045 -0.6756  0.006